A structure of composition C39H36O4S2Se2W. Source: the Open Molecules 2025 dataset; level of theory: the ωB97M-V functional and the def2-TZVPD basis.

XYZ file:
```
84
Properties=species:S:1:pos:R:3:mulliken_charge:R:1
H -3.391 -1.974 3.289 0.527
O -5.732 -1.968 3.644 -0.517
C -3.430 -2.033 2.205 -1.110
H 0.064 1.829 5.549 0.521
C -0.100 -2.215 -4.355 -1.071
W -1.643 -0.020 0.470 0.714
H 3.701 6.360 -3.338 0.390
C 1.589 -0.185 0.369 -0.048
C 2.917 0.305 0.544 0.986
H 2.369 2.118 1.610 0.373
H -6.743 -1.341 1.935 0.486
C -5.866 -1.921 2.238 -1.511
C -4.624 0.201 2.181 -1.303
H 2.289 -3.096 -1.292 0.705
C 0.459 0.500 1.096 -1.208
H -2.171 -4.219 -6.113 0.409
C 0.566 4.328 -1.839 -0.579
C 3.748 -1.684 -0.637 -1.331
H -5.687 -0.838 -0.161 0.634
C 0.476 0.257 2.562 1.518
H 4.666 2.901 1.867 0.513
H 2.159 1.314 -1.754 0.623
H -0.297 3.403 3.733 0.476
H -1.091 -2.960 -6.729 0.398
C 0.193 1.291 3.476 0.868
C -1.320 -3.530 -2.228 -0.699
C -4.606 -1.231 1.663 1.437
C -1.551 -3.940 -3.528 -0.904
Se -3.388 -0.669 -1.111 -0.047
H -0.412 4.768 -1.683 0.533
C 5.316 0.039 0.183 -1.157
C 3.051 3.171 -2.322 -1.104
S -0.590 2.162 -0.917 -0.215
S -0.233 -1.958 -0.351 2.028
C -0.175 1.757 0.757 1.195
C 0.852 -1.009 3.052 -0.240
C -0.160 2.610 3.008 -1.204
C -1.184 -3.772 -6.009 -1.543
H 0.689 -0.408 6.373 0.465
H 4.612 4.896 -3.725 0.387
C 3.185 1.527 1.214 -0.551
H -5.959 -2.926 1.812 0.523
H -2.210 -4.779 -3.711 0.429
H 1.092 -1.806 2.360 0.477
H 0.371 -1.703 -5.185 0.444
H -4.831 -2.375 -0.149 0.553
C -0.948 -3.294 -4.607 0.914
H -4.802 0.200 3.255 0.618
H -0.705 3.805 1.346 0.509
C 2.020 2.378 -1.875 0.073
C 1.628 5.110 -2.268 -0.913
O -2.115 -1.580 1.713 0.120
C 5.546 1.215 0.834 -0.773
C 0.917 -1.245 4.403 -1.028
C 0.279 1.030 4.850 -1.102
O -0.502 -3.129 0.549 -0.957
C 0.628 -0.219 5.310 -0.866
C 3.996 -0.448 0.023 1.159
O -0.767 0.650 -1.364 -0.386
C -0.372 2.839 1.705 -1.027
C 2.878 4.551 -2.508 0.842
H 6.140 -0.541 -0.213 0.495
C 0.780 2.970 -1.619 0.624
C 4.468 1.969 1.354 -0.995
H 4.705 5.590 -2.113 0.304
H -1.557 -2.386 1.387 0.329
H 1.201 -2.224 4.767 0.528
H -0.448 -4.534 -6.273 0.296
C 2.483 -2.154 -0.795 -1.101
H 6.558 1.576 0.961 0.455
H 4.592 -2.251 -1.008 0.465
H -6.511 -2.375 4.035 0.361
C 4.032 5.399 -2.952 -1.449
C -0.456 -2.461 -2.012 -0.015
Se -3.032 1.289 1.916 0.102
H 0.808 -0.946 -2.883 0.493
H -3.502 -3.078 1.903 0.472
C 1.416 -1.379 -0.280 1.101
H -5.432 0.761 1.706 0.523
H 4.014 2.726 -2.540 0.494
C 0.154 -1.788 -3.065 -0.458
H -1.775 -4.046 -1.394 0.574
C -4.762 -1.327 0.142 -1.451
H 1.473 6.167 -2.441 0.401
```

Values from the calculation:
- molar mass (g mol⁻¹) = 974.6
- energy above the lowest of the compared OMol25 structures with the same formula, charge and spin (kcal per mole) = 6.2
- 2S+1 = 1
- net charge = +2

---

A structure of composition C39H37CoGeN4O. Source: the Open Molecules 2025 dataset; level of theory: the ωB97M-V functional and the def2-TZVPD basis.

XYZ file:
```
83
Properties=species:S:1:pos:R:3:mulliken_spin:R:1
C -4.704 -2.090 -1.325 0.006
C -1.807 -0.757 -0.620 -0.011
C 3.173 1.064 0.187 0.000
C -5.267 -0.349 2.985 0.021
C 2.559 -2.548 0.173 0.004
H -6.164 -2.327 0.233 0.001
C -6.000 -2.256 -0.836 0.014
H -4.615 -3.168 4.727 0.000
C 3.714 1.409 -3.568 -0.001
H 0.695 4.522 -0.610 -0.004
C -1.576 -5.452 -2.198 -0.003
H -0.467 0.502 1.246 -0.076
C -2.456 -5.048 0.388 0.003
C 2.069 -4.713 0.277 0.007
H -8.094 -2.450 -1.263 -0.001
H 5.480 2.389 -0.294 0.000
H 3.216 1.121 -4.486 0.000
C -2.378 1.358 0.657 0.209
C -4.567 -2.000 -2.713 0.009
H -1.818 -0.963 -1.706 0.022
H 0.394 3.777 -2.199 0.000
C 3.166 -1.265 0.200 -0.007
C -4.456 2.527 0.187 0.441
H 2.219 0.510 -2.307 -0.011
H -5.190 2.122 -1.838 0.014
C -6.936 -2.230 -3.054 0.005
C 3.777 1.420 -1.158 -0.003
H -2.079 -3.416 -2.537 0.002
H 2.111 -5.791 0.319 0.001
C 5.545 2.467 -2.437 0.000
H -2.756 -4.923 1.417 0.001
H 3.977 1.073 0.934 0.004
C 0.907 -3.928 0.227 -0.004
Ge -3.089 -2.139 -0.113 -0.025
N 1.186 -2.618 0.169 0.038
C -3.332 2.284 0.990 -0.183
H -3.583 -1.854 -3.150 0.007
H 6.485 3.005 -2.462 0.000
C 3.140 -3.816 0.242 -0.005
N 2.451 -0.196 0.210 0.017
C -3.986 -2.783 2.714 -0.001
N -0.242 2.508 0.655 0.019
H -5.507 -1.988 -4.640 0.000
H -5.220 3.235 0.470 0.054
C 3.149 1.062 -2.349 0.018
H -3.506 -3.747 2.652 -0.001
C -2.070 -4.217 -1.808 -0.006
H -1.934 -7.098 0.728 0.000
O 0.240 1.327 -1.214 -0.010
H 1.907 3.457 -1.358 0.000
H -3.470 0.455 -2.333 0.023
Co 0.381 -0.670 -0.185 1.933
C -4.622 -2.459 3.908 0.001
H -1.132 -7.463 -1.587 0.000
C 4.911 2.112 -3.619 0.000
C -2.525 -3.981 -0.508 0.006
C -4.455 1.882 -1.080 -0.115
C -3.511 0.952 -1.376 0.221
C -5.656 -2.066 -3.569 -0.009
H 5.351 2.374 -4.573 0.000
C -1.528 -6.499 -1.291 0.002
H -5.752 -0.982 4.982 0.000
H -3.168 2.862 1.896 -0.008
H -1.214 -5.590 -3.210 0.000
H -4.692 0.018 0.974 -0.075
C 4.979 2.117 -1.218 0.001
C -3.971 -1.905 1.630 0.033
C -1.033 1.436 1.298 0.147
H -0.109 -4.273 0.257 -0.004
N -2.552 0.543 -0.466 0.222
H 4.197 -4.041 0.251 -0.001
C -5.259 -1.237 4.051 0.005
H -5.766 0.610 3.069 -0.001
C 0.839 3.628 -1.216 0.017
H 4.261 -1.208 0.212 -0.002
H -7.791 -2.281 -3.717 0.001
C -1.975 -6.294 0.004 -0.002
C 0.242 2.386 -0.601 0.002
C -4.634 -0.683 1.797 0.047
H -1.118 1.696 2.353 0.005
C -7.102 -2.323 -1.681 -0.004
H 2.472 1.851 0.482 -0.004
H -0.461 3.447 0.947 -0.008
```

Values from the calculation:
- molar mass (g mol⁻¹) = 709.3
- energy above the lowest of the compared OMol25 structures with the same formula, charge and spin (kcal per mole) = 0.0
- 2S+1 = 4
- net charge = -1

---

A structure of composition C39H38Cl2CsFN10O6S at a distorted geometry. Source: the Open Molecules 2025 dataset; level of theory: the ωB97M-V functional and the def2-TZVPD basis.

XYZ file:
```
98
Properties=species:S:1:pos:R:3:mulliken_charge:R:1
N 1.985 -4.915 1.531 -0.716
C 1.419 0.113 -3.598 0.815
O 2.554 2.921 3.383 -0.936
H -1.660 0.544 8.597 0.348
C 1.655 -0.145 -8.688 -1.022
H -0.328 1.882 3.074 0.217
H 0.759 0.480 -8.633 0.334
N 1.270 4.821 1.589 -0.033
H -7.257 -0.032 1.965 0.256
C -0.167 -2.541 -6.534 -0.971
H 2.927 -1.817 2.449 0.438
C -0.086 -1.726 -4.272 -1.025
C 1.414 -2.228 5.805 1.126
C -4.603 0.924 1.289 0.295
C 1.308 -0.720 -5.980 0.197
O 3.738 2.928 -3.606 -0.775
C -0.576 2.661 6.194 -0.555
H 3.624 -0.165 -7.859 0.087
H 1.434 5.801 1.454 0.156
C -0.594 -2.571 -5.212 0.380
C -0.477 -2.883 4.528 0.733
H 1.800 4.291 2.280 0.281
C 2.497 0.972 -4.035 -0.270
F -1.545 -3.480 -4.866 -0.383
H -5.326 0.042 3.004 0.197
H -0.492 3.720 5.976 0.427
N -0.892 -1.477 -0.345 -0.070
H 2.156 2.503 -7.707 0.392
Cl 2.517 -1.019 6.362 -0.197
H 0.558 -1.988 -9.022 0.407
H -0.477 4.450 -1.139 0.128
H -2.452 -0.709 -1.579 0.423
H -3.738 0.681 3.085 0.150
C -0.170 1.767 5.213 -0.087
H -0.921 -1.088 6.916 0.354
C -7.071 0.844 1.340 -0.953
C 0.791 -1.631 -6.925 0.969
S -3.243 1.463 0.534 -0.250
C 2.811 1.001 -5.347 -0.208
H -7.868 0.885 0.600 0.345
H 3.505 -4.252 2.760 0.422
H 3.568 1.707 -5.655 0.491
N 1.354 -2.226 1.192 0.119
H 0.950 -0.121 3.947 0.385
C -0.454 -2.759 -0.286 0.384
H 0.154 3.373 3.864 0.368
H -0.972 -4.960 4.545 0.426
Cl -1.792 -2.520 3.460 -0.138
H -2.549 -3.155 -2.435 0.218
H -1.417 2.982 8.149 0.359
H 0.899 -5.555 6.064 0.324
O 0.291 2.952 0.818 -0.501
H -0.392 -1.754 -3.234 0.625
O 2.001 0.755 3.260 -0.669
C 2.698 0.411 -7.728 0.514
C 2.977 1.875 -8.056 -1.724
C -1.694 5.515 0.316 -0.630
C 0.368 -1.852 4.952 -1.407
H -1.546 6.082 1.246 0.080
O 3.546 1.393 -1.958 -0.839
H 3.897 2.244 -7.609 0.494
C 2.367 -2.606 1.957 -0.312
Cs 1.786 1.196 -0.159 1.482
C 1.606 -3.538 6.214 -0.612
C -0.298 -4.201 4.916 -0.505
H -5.768 1.137 -0.283 0.273
H -0.584 -3.239 -7.249 0.457
C 1.751 1.977 3.485 0.359
N -1.076 -3.603 -1.089 -0.803
N 2.243 0.242 -6.337 0.330
C -1.241 0.895 7.660 -0.618
C 2.679 -3.948 2.126 -0.363
C -0.343 5.047 -0.231 -0.858
C 1.302 -1.579 -8.336 -1.025
C -1.106 2.250 7.414 -0.777
H 0.389 -5.293 0.270 0.491
C -0.828 -0.028 6.709 -0.413
N 0.175 -0.525 4.542 0.393
C 0.969 -4.527 0.770 -0.313
H -2.333 4.649 0.523 -0.107
O 0.945 0.085 -2.469 -0.702
N -4.637 0.673 2.630 -0.390
N -1.971 -2.797 -1.695 0.179
C 0.746 -4.525 5.766 -0.533
C -1.841 -1.534 -1.246 -0.400
H -7.127 1.737 1.970 0.317
N -5.803 0.741 0.643 -0.232
H 2.199 -2.202 -8.428 0.314
C 0.291 2.294 3.877 -0.313
C 3.335 1.869 -3.096 0.165
C 0.650 -3.181 0.597 0.337
C 0.876 -0.785 -4.651 -0.289
H 3.065 1.984 -9.138 0.428
C 0.430 4.185 0.740 -0.019
H 2.050 -0.073 -9.703 0.391
H 0.285 5.911 -0.495 0.420
C -0.277 0.388 5.495 0.523
H 2.434 -3.771 6.869 0.415
```

Values from the calculation:
- molar mass (g mol⁻¹) = 997.7
- energy above the lowest of the compared OMol25 structures with the same formula, charge and spin (kcal per mole) = 33.6
- 2S+1 = 1
- net charge = -2

---

A structure of composition C39H38Cl5N5SbYb at a distorted geometry. Source: the Open Molecules 2025 dataset; level of theory: the ωB97M-V functional and the def2-TZVPD basis.

XYZ file:
```
89
Properties=species:S:1:pos:R:3:mulliken_spin:R:1
C 9.508 9.536 20.994 0.000
H 7.667 10.372 20.408 0.000
H 15.776 7.982 16.163 0.000
H 9.168 9.501 22.033 0.000
C 13.349 13.363 15.446 0.000
C 12.880 14.317 16.345 0.000
H 8.570 4.721 13.877 0.000
C 12.965 6.109 15.871 0.000
C 11.262 8.595 12.375 0.001
H 7.992 12.968 15.729 0.000
C 9.597 12.794 13.849 0.000
H 12.652 10.201 10.519 0.000
N 8.182 7.806 14.687 -0.009
H 10.461 4.900 12.863 0.000
C 11.943 13.944 17.279 0.000
H 13.172 11.323 14.708 0.000
Yb 8.535 9.700 13.332 1.018
H 7.778 10.622 16.156 0.001
C 10.243 9.664 18.303 0.000
C 12.677 10.565 11.550 0.001
C 6.345 8.186 8.817 0.000
H 5.323 8.355 14.430 0.000
H 12.395 5.553 11.524 0.000
Cl 6.196 6.418 12.442 0.000
C 8.632 5.359 14.767 0.000
N 10.219 8.221 13.147 -0.001
H 12.729 11.648 11.490 0.000
C 9.944 6.952 13.396 0.001
C 6.593 7.574 11.150 -0.001
C 8.968 10.074 18.714 -0.001
C 11.162 9.265 19.281 0.000
C 7.428 9.585 10.353 -0.003
H 12.184 8.999 18.994 0.000
H 14.111 9.749 16.345 0.000
H 15.062 5.663 15.728 0.000
C 14.726 7.739 16.093 0.000
C 11.466 10.064 12.252 -0.003
H 7.487 8.260 16.558 0.000
C 7.080 7.893 15.627 0.000
H 10.957 6.852 16.015 0.000
H 9.505 5.025 15.320 0.000
H 10.311 12.632 11.841 0.000
N 6.489 10.143 14.595 -0.005
N 10.551 10.767 12.791 -0.002
C 7.304 8.746 11.447 0.005
H 10.003 12.682 14.867 0.000
Sb 10.822 9.900 16.294 0.000
C 10.562 12.228 12.828 -0.001
H 11.610 14.710 17.957 0.000
H 6.538 12.999 14.646 0.000
C 8.819 6.773 14.355 0.000
H 12.609 5.078 15.826 0.000
C 14.323 6.436 15.885 0.000
H 6.124 11.298 16.358 0.000
C 10.799 9.155 20.600 0.000
H 10.627 12.433 18.056 0.000
H 6.593 6.965 15.878 0.000
C 8.633 10.034 20.068 0.000
C 12.115 7.658 11.842 0.001
H 11.575 12.563 13.142 0.000
C 6.965 9.395 9.057 0.000
H 7.727 5.160 15.356 0.000
H 12.935 7.926 11.230 0.000
C 11.416 12.654 17.325 0.000
C 12.017 7.104 16.041 -0.001
H 13.571 10.199 12.040 0.000
H 11.502 8.837 21.345 0.000
C 6.129 7.278 9.883 0.000
C 7.398 12.400 14.983 0.000
H 5.316 9.040 16.029 0.000
H 13.333 15.284 16.339 0.000
H 8.216 10.437 18.004 0.000
C 11.755 6.315 11.979 0.000
C 12.832 12.073 15.435 0.000
Cl 8.164 11.210 10.706 0.000
H 7.777 12.407 12.988 0.000
C 10.679 5.953 12.749 0.000
C 11.890 11.711 16.407 0.000
N 8.277 12.089 13.804 -0.001
C 6.937 11.114 15.635 -0.001
H 5.732 10.538 14.049 0.000
C 5.974 8.841 15.167 0.001
Cl 5.642 7.880 7.318 0.000
Cl 7.080 10.615 7.870 0.000
Cl 5.212 5.857 9.613 0.000
H 9.420 13.843 13.673 0.000
C 13.779 8.750 16.177 0.000
C 12.408 8.424 16.169 0.001
H 14.097 13.643 14.715 0.000
```

Values from the calculation:
- molar mass (g mol⁻¹) = 1048.8
- 2S+1 = 2
- electronic energy (Eh) = -5482.22034
- net charge = +2

---

A structure of composition C39H38GeN4O9SSeSr at a distorted geometry. Source: the Open Molecules 2025 dataset; level of theory: the ωB97M-V functional and the def2-TZVPD basis.

XYZ file:
```
94
Properties=species:S:1:pos:R:3:mulliken_charge:R:1
H -1.179 -2.147 -0.786 0.093
C -0.739 1.077 0.080 0.111
N 2.666 0.623 -2.008 0.389
H 4.837 -4.078 3.478 0.467
H 7.510 -3.448 7.475 0.352
C -4.205 4.025 -2.492 -0.210
C -1.258 -3.063 -0.196 -1.911
C -8.310 0.675 -0.899 -0.414
C -1.629 0.609 -4.548 -0.567
N 5.144 2.111 -4.232 -0.896
H 0.020 -5.447 0.620 0.359
C -2.886 0.655 -2.469 0.095
C -7.541 0.213 -1.959 -0.658
O 0.180 -2.187 1.474 -0.536
H -0.939 -4.664 1.917 0.417
H -2.646 -2.511 -3.705 0.365
O 0.464 0.764 0.197 -1.081
C -6.342 1.699 0.044 -0.445
H 0.840 -4.705 1.998 0.438
H 6.651 -4.356 5.163 0.314
C 3.874 0.969 -2.595 0.209
H -1.348 0.705 2.078 0.559
C -3.062 -0.726 -2.580 -0.054
H 0.622 2.292 -4.103 0.280
C 5.785 -1.150 5.804 -0.958
H -1.058 1.131 -5.310 0.407
O 1.519 -4.412 -0.989 -0.839
C -1.750 0.525 1.079 -0.181
C -4.314 5.389 -2.753 -0.744
O 5.594 0.423 2.380 -0.720
H 7.591 -1.689 7.649 0.340
H -2.093 -2.967 0.509 0.438
N 5.012 0.510 -2.142 -0.325
H -3.996 7.374 -1.991 0.353
H -3.080 6.577 0.171 0.375
O 1.559 -2.153 -0.869 -0.852
H -5.598 0.126 -2.858 0.265
C 3.956 1.844 -3.758 0.895
H -1.966 2.379 -3.378 0.463
H -1.387 -1.319 -5.471 0.363
C -2.526 -1.435 -3.654 -0.783
Ge -3.559 1.642 -0.938 2.053
C 1.172 -3.320 -0.520 -0.097
H 0.792 -2.482 2.184 0.279
H -5.893 2.291 0.841 0.282
H -3.942 0.427 1.236 0.445
H -9.370 0.452 -0.852 0.353
O 2.222 -2.995 3.212 -0.965
C -0.016 -4.618 1.326 -1.917
S 3.151 -1.921 2.841 1.290
C -3.400 5.862 -0.580 -0.739
O -1.209 1.810 -0.849 -0.588
H 4.259 -0.045 4.738 0.459
H -4.712 5.730 -3.703 0.377
C 1.585 1.955 -3.734 -0.835
C -1.814 -0.767 -4.641 -0.629
C -3.162 1.115 0.898 -1.345
H 8.569 -2.506 6.429 0.273
C 6.472 -2.352 5.924 1.210
H 2.735 2.990 -5.186 0.435
H 0.665 0.817 -2.090 0.631
Se 6.250 1.217 -3.168 0.174
C 4.922 -1.408 0.991 -0.737
C -3.914 6.311 -1.793 -0.377
C 4.776 -0.988 4.862 -0.109
C 4.446 -2.049 4.039 -0.347
O 2.534 -0.586 2.985 -0.677
C -3.679 3.557 -1.283 0.182
C 5.117 -3.264 4.137 -0.554
C 0.038 -3.311 0.560 2.764
C 2.717 2.339 -4.320 -0.624
N 3.698 -2.204 1.431 -0.494
C -2.151 1.311 -3.466 -0.513
H -8.002 -0.374 -2.747 0.387
H -8.297 1.800 0.934 0.378
C 4.833 0.087 1.449 0.862
C 7.594 -2.507 6.925 -1.418
C -3.278 4.498 -0.333 -0.442
H -1.454 -3.897 -0.879 0.502
H -3.275 2.036 1.483 0.532
H -3.614 -1.267 -1.815 0.571
O 3.936 0.780 0.844 -0.686
H -1.738 -0.561 0.959 -0.416
H -4.541 3.313 -3.244 0.346
H 5.838 -1.792 1.433 0.304
C 1.606 1.083 -2.562 -0.298
H -2.839 4.163 0.602 0.291
C -7.706 1.428 0.104 -0.672
C -6.174 0.495 -2.013 -0.168
H 6.056 -0.315 6.445 0.240
H 5.002 -1.437 -0.101 0.363
Sr 2.197 -0.608 0.567 2.496
C 6.124 -3.409 5.080 -0.831
C -5.537 1.238 -1.010 -0.176
```

Values from the calculation:
- molar mass (g mol⁻¹) = 978.0
- energy above the lowest of the compared OMol25 structures with the same formula, charge and spin (kcal per mole) = 35.8
- 2S+1 = 1
- net charge = -2

---

Which value of net charge does entry 3 give? -2